{
  "formula": "C13H8NO6S4V",
  "method": "ωB97M-V/def2-TZVPD",
  "gap_ev": [6.04, 8.06],
  "lumo_energy_ev": [2.680, 2.665],
  "spin_multiplicity": 4,
  "charge": -1,
  "fmax_ev_per_a": 5.1,
  "s_squared": 3.76,
  "symbols": ["V", "S", "S", "S", "S", "O", "O", "O", "O", "O", "O", "N", "C", "C", "C", "C", "C", "C", "C", "C", "C", "C", "C", "C", "C", "H", "H", "H", "H", "H", "H", "H", "H"],
  "coordinates": [[2.03463, -1.21997, 0.51929], [1.77507, -1.66625, -1.99304], [2.74291, 1.31557, 3.76966], [-1.01942, -2.18040, 0.23865], [3.81044, -1.12533, 2.03815], [2.07402, -0.35355, -1.32339], [-2.09380, -1.44138, 0.86788], [-1.00988, -3.62903, 0.37861], [2.60868, -1.88613, -3.17766], [1.92955, -2.75883, -0.88373], [0.16883, -1.47065, 0.99298], [1.78688, 0.57648, 1.43329], [-0.34838, 1.90522, 1.27955], [-2.52823, -0.98911, -3.20327], [1.25772, 1.99503, 3.14328], [0.05095, -1.59030, -2.39251], [0.85073, 1.50791, 1.88267], [-0.98720, -1.74648, -1.51018], [0.46430, 2.91039, 3.82667], [-0.66792, 3.37242, 3.19336], [-0.15942, -0.99318, -3.61136], [-1.44013, -0.80617, -4.03752], [-1.07358, 2.91727, 1.92441], [-2.30128, -1.47539, -1.91238], [2.75020, 0.25801, 2.28032], [-1.26569, 4.09931, 3.69805], [-3.08429, -1.57944, -1.15663], [-1.63502, -0.43067, -5.04842], [0.74449, 3.19975, 4.84525], [-0.70067, 1.39880, 0.34087], [-3.53073, -0.71653, -3.53006], [0.68798, -0.81868, -4.33658], [-1.89175, 3.42129, 1.46377]],
  "forces_ev_per_a": [[-0.03, -0.77, -0.08], [2.77, -1.99, 1.40], [-0.61, -0.80, -1.38], [2.52, 0.82, 4.41], [0.34, 1.19, 0.83], [-0.62, -0.80, -1.22], [-1.50, -0.68, -1.33], [-0.06, 1.22, -0.75], [-1.79, 0.13, 1.21], [-0.39, 1.96, -2.95], [-1.89, -1.93, -2.35], [0.77, 0.03, 0.98], [-0.20, -0.01, -0.50], [-0.10, -0.44, 0.80], [-0.60, 0.75, 0.46], [1.29, 0.75, 0.19], [1.28, -0.55, 0.82], [-1.48, -0.21, 0.89], [0.43, -0.33, 0.15], [-0.17, -0.04, -0.47], [1.08, -0.70, -1.94], [-1.21, 1.04, -1.15], [1.30, -0.53, 0.48], [0.09, 0.46, -0.53], [-0.13, 0.74, 0.45], [-0.38, 0.43, 0.18], [0.19, 0.08, -0.45], [0.21, -0.06, 0.36], [-0.24, 0.13, -0.44], [0.52, 0.73, 1.02], [0.20, -0.22, 0.04], [-0.93, -0.22, 1.17], [-0.69, -0.16, -0.30]],
  "lowdin_charge": [0.523, 0.613, 0.978, 0.578, 0.544, -0.385, -0.334, -0.302, -0.302, -0.414, -0.457, -0.108, 0.010, -0.059, -0.495, -0.248, -0.259, -0.213, -0.120, -0.115, -0.077, -0.094, -0.080, -0.049, -1.012, 0.085, 0.112, 0.110, 0.105, 0.134, 0.106, 0.141, 0.085]
}